No. 1
Molecular formula: C36H44N8O2S3Sn
Method: DFT, the ωB97M-V functional and the def2-TZVPD basis

Cartesian coordinates (Å):
Sn -0.186334 -0.076993 -0.269995
C 0.523134 5.333672 1.286578
C 1.361492 4.129044 1.501791
N 2.516376 4.089001 2.068158
N 2.884392 2.769175 2.013329
C 1.998061 1.971960 1.428570
S 2.122551 0.293208 1.198188
N 1.004161 2.845959 1.084441
N -0.176579 2.480743 0.440756
H 1.020146 6.185788 1.742408
H -0.461813 5.217285 1.742280
H 0.392784 5.538556 0.221830
H 3.760087 2.474193 2.417604
H -0.949514 2.466581 1.104476
H -0.370680 3.151854 -0.297120
C -5.352330 -5.856895 -2.016994
C -4.805211 -4.454217 -1.973038
C -5.542838 -3.410219 -1.416446
C -5.020164 -2.130099 -1.332273
C -3.729952 -1.900660 -1.795070
C -2.981467 -2.916698 -2.386488
C -3.536409 -4.178654 -2.487399
S -2.968163 -0.369280 -1.416293
O -1.728252 -0.297232 -2.209581
O -3.905002 0.706999 -1.514716
N -2.319450 -0.501566 0.060233
C -2.758927 -0.004773 1.293185
C -4.055717 -0.069994 1.787038
C -4.275784 0.307803 3.098494
C -3.217356 0.756020 3.881712
C -1.976691 0.846629 3.291983
N -1.746679 0.491762 2.016457
H -6.371672 -5.902749 -1.637250
H -4.733135 -6.523529 -1.412621
H -5.349050 -6.245816 -3.037033
H -6.543436 -3.602640 -1.048184
H -5.613454 -1.308864 -0.946062
H -1.995594 -2.699156 -2.778424
H -2.977647 -4.973165 -2.971633
H -4.858412 -0.435132 1.161398
H -5.274680 0.253044 3.514085
H -3.359947 1.041945 4.914827
H -1.121764 1.226464 3.843123
S 2.308615 2.395795 -3.996873
C 3.309096 1.198477 -3.302718
C 2.647031 0.558965 -2.310571
N 1.359996 1.013061 -2.099624
C 1.058810 1.979282 -2.930110
H 4.317149 1.033177 -3.653120
H 3.042635 -0.236286 -1.694941
H 0.087036 2.456833 -2.974669
C 0.950792 -6.451787 -3.436738
C 0.832143 -4.976592 -3.139820
C 0.911293 -4.032898 -4.177977
C 0.844126 -2.652426 -3.949342
C 0.916207 -1.657715 -5.081817
C 0.700345 -2.231148 -2.652656
C 0.551911 -3.138005 -1.549719
C 0.626663 -4.539283 -1.854624
N 0.333581 -2.609393 -0.348527
C 0.060431 -3.361488 0.884676
C 1.253759 -4.263434 1.298124
C 0.927179 -4.961125 2.626514
C -0.333130 -5.820275 2.462472
C -1.515987 -4.918035 2.086099
C -1.743585 -3.879503 3.187988
C -0.475786 -3.035101 3.345815
C 0.708800 -3.923876 3.729189
C -0.167535 -2.351015 2.014493
C -1.231189 -4.208616 0.757574
H 1.300992 -6.626797 -4.452262
H -0.015032 -6.949170 -3.324556
H 1.646914 -6.930586 -2.748407
H 1.024844 -4.390386 -5.196798
H 0.625692 -2.112011 -6.028085
H 1.934020 -1.275855 -5.196465
H 0.256813 -0.811117 -4.887907
H 0.650624 -1.169176 -2.458460
H 0.535337 -5.274702 -1.075654
H 2.145026 -3.634500 1.402943
H 1.462183 -5.011113 0.538285
H 1.774372 -5.598374 2.884159
H -0.550105 -6.342784 3.397775
H -0.173390 -6.582676 1.692003
H -2.415301 -5.525258 1.963420
H -1.984135 -4.376349 4.131506
H -2.593991 -3.236897 2.927461
H -0.632375 -2.274243 4.114806
H 0.511059 -4.421291 4.681723
H 1.611112 -3.316604 3.854042
H 0.722673 -1.724518 2.119902
H -1.009197 -1.720103 1.734533
H -2.056225 -3.530004 0.507125
H -1.142465 -4.932093 -0.052281

Atomic forces in eV per Å
Sn 0.24 -1.20 0.18
C 0.00 -0.08 0.01
C -0.14 -0.14 -0.11
N 0.17 -0.33 0.04
N 0.20 0.07 0.16
C -0.18 0.40 -0.19
S -0.30 0.18 -0.01
N -0.13 -0.07 0.00
N -0.04 0.12 -0.09
H 0.01 -0.01 0.00
H 0.03 -0.01 -0.01
H 0.01 0.00 0.02
H 0.03 0.05 0.01
H 0.02 -0.03 0.05
H 0.02 -0.03 -0.04
C 0.02 0.10 -0.05
C -0.03 -0.10 0.04
C -0.04 0.00 -0.02
C 0.02 0.09 -0.08
C 0.11 -0.16 0.26
C -0.05 0.17 0.02
C 0.02 -0.04 -0.03
S -0.40 0.11 -0.41
O 0.30 0.15 0.00
O 0.05 -0.12 0.18
N 0.55 0.35 0.35
C -0.03 0.14 -0.01
C -0.13 -0.18 -0.12
C -0.09 0.05 -0.01
C -0.07 0.02 0.01
C 0.17 0.01 -0.20
N -0.02 0.02 0.06
H 0.03 0.01 -0.01
H -0.02 0.02 -0.02
H 0.00 0.03 0.03
H 0.03 0.02 -0.03
H 0.04 -0.08 0.06
H -0.01 -0.07 0.04
H 0.00 0.05 0.05
H 0.01 -0.01 0.04
H 0.04 -0.02 -0.03
H 0.01 0.00 -0.05
H -0.02 -0.06 -0.03
S -0.01 0.05 -0.08
C 0.05 0.05 -0.07
C -0.18 0.07 0.16
N -0.03 -0.05 0.08
C -0.03 -0.08 -0.03
H -0.08 0.00 0.04
H -0.03 0.03 -0.04
H 0.07 -0.07 0.01
C -0.08 0.10 0.03
C 0.00 -0.03 -0.20
C 0.03 -0.13 -0.18
C -0.04 0.03 0.00
C 0.09 -0.09 0.12
C -0.07 -0.13 0.20
C 0.02 -0.14 -0.26
C 0.05 0.20 0.09
N -0.24 1.08 0.11
C 0.06 -0.51 0.06
C -0.22 0.28 0.07
C 0.07 -0.09 -0.03
C 0.01 0.15 -0.05
C -0.03 -0.10 0.00
C 0.04 0.01 -0.04
C -0.04 -0.04 0.03
C -0.04 0.00 -0.07
C 0.16 -0.05 -0.18
C 0.09 0.27 0.04
H 0.00 0.02 0.02
H 0.02 0.02 -0.01
H 0.00 0.01 0.00
H 0.02 0.02 0.05
H 0.00 0.01 0.03
H -0.03 -0.03 0.00
H 0.00 0.00 -0.02
H -0.03 -0.06 -0.06
H 0.00 -0.01 0.04
H 0.00 -0.06 -0.01
H 0.10 -0.02 0.01
H 0.01 -0.03 0.04
H 0.02 -0.01 -0.04
H -0.02 0.03 0.04
H -0.02 -0.01 0.00
H 0.00 0.01 -0.03
H 0.03 -0.04 0.03
H 0.01 0.04 -0.03
H 0.02 0.00 -0.01
H -0.02 -0.01 0.04
H -0.02 -0.02 0.05
H -0.04 0.00 0.05
H 0.00 -0.07 -0.05
H -0.07 -0.02 0.03

## Properties
ΔE to the lowest compared entry with this formula, charge and spin: 20.8 kJ/mol
energy: -92385.6863 eV
charge: +2
HOMO level (spin up / spin down): -0.477 / -0.481 Eh
E_LUMO (spin up / spin down): -6.64 / -7.55 eV

=====

No. 2
Molecular formula: C36H45AsN4ORuS2
Method: DFT, the ωB97M-V functional and the def2-TZVPD basis

Cartesian coordinates (Å):
Ru -0.523641 -0.364434 0.118786
S -4.506248 1.798214 0.426873
C -3.315919 2.792677 1.152347
C -2.063578 2.267150 1.060043
C -2.016686 1.017217 0.366837
C -3.296025 0.648599 -0.002953
C -3.507520 -0.625941 -0.638057
C -4.716320 -1.106074 -1.148679
C -4.732260 -2.319738 -1.799831
C -3.545272 -3.034775 -1.949572
C -2.394242 -2.501655 -1.407775
N -2.374088 -1.345830 -0.741285
H -3.603922 3.717730 1.625747
H -1.200159 2.750643 1.490377
H -5.616608 -0.516837 -1.043437
H -5.657788 -2.703667 -2.208074
H -3.513718 -3.977751 -2.475416
H -1.439455 -3.001542 -1.512524
C 1.576520 3.428601 -0.398794
C 2.878773 3.119101 -0.020328
C 3.166144 1.827969 0.374872
C 2.153425 0.861154 0.416621
C 0.808074 1.168193 0.107049
C 0.572047 2.476097 -0.337771
C 2.455529 -0.551829 0.672971
C 3.750491 -1.028001 1.024113
C 3.943894 -2.356783 1.245748
C 2.859441 -3.260020 1.118564
C 2.989718 -4.649016 1.326820
C 1.909454 -5.477771 1.172356
C 0.661392 -4.940801 0.803288
C 0.507762 -3.593125 0.602945
C 1.606678 -2.723755 0.759772
N 1.429870 -1.384311 0.559914
H 1.342237 4.430227 -0.738458
H 3.656390 3.869859 -0.050601
H 4.187171 1.580287 0.632251
H -0.426609 2.761294 -0.635743
H 4.568474 -0.331923 1.123340
H 4.918555 -2.734173 1.531691
H 3.957936 -5.044645 1.607595
H 2.007968 -6.542654 1.330465
H -0.185072 -5.602443 0.673458
H -0.453771 -3.170097 0.344544
C -0.054664 0.445008 -4.635573
As 1.016178 -0.360933 -3.260170
C 1.673951 -2.048072 -3.902056
C 2.540519 0.765924 -2.976910
O 0.031458 -0.699782 -1.962589
H 0.528791 0.582340 -5.544767
H -0.408730 1.408625 -4.272289
H -0.908874 -0.199857 -4.832772
H 2.300222 -1.897560 -4.780543
H 0.828838 -2.685074 -4.155450
H 2.255081 -2.516874 -3.109003
H 3.057029 0.906183 -3.925651
H 3.207605 0.292080 -2.259204
H 2.213294 1.722078 -2.575524
C 0.604740 0.887381 5.873677
C 1.688676 -0.032704 6.428650
C 1.586652 -1.494055 5.990820
C 1.901797 -1.748227 4.517181
N 0.886410 -1.270514 3.582688
C -0.322669 -1.721358 3.276208
S -1.367764 -0.716231 2.306769
N -0.847193 -2.872576 3.685960
C -0.472515 -3.811236 4.742364
C -1.382585 -3.707924 5.969259
C -2.670470 -4.523202 5.873282
C -3.602981 -4.113449 4.737924
H 0.613973 1.847950 6.387632
H -0.388530 0.452174 6.004585
H 0.725467 1.098354 4.810477
H 1.646186 -0.009542 7.519324
H 2.678259 0.352448 6.163323
H 0.586741 -1.868361 6.228381
H 2.286748 -2.096204 6.576160
H 2.116409 -2.798189 4.306721
H 2.809494 -1.205241 4.245461
H 1.031461 -0.342601 3.214980
H -1.779059 -2.995263 3.316088
H 0.565906 -3.655878 5.008161
H -0.530844 -4.813986 4.308911
H -1.621669 -2.652041 6.133445
H -0.816333 -4.035992 6.843690
H -3.200403 -4.441854 6.823909
H -2.410495 -5.580340 5.765041
H -3.777497 -3.035041 4.728738
H -4.571902 -4.602180 4.830536
H -3.212082 -4.405175 3.758885

Atomic forces in eV per Å
Ru 0.00 0.01 -0.08
S 0.07 0.04 0.05
C -0.06 -0.02 0.00
C -0.10 -0.09 0.04
C -0.23 0.04 -0.31
C 0.27 0.06 0.06
C 0.03 0.05 -0.03
C 0.04 -0.02 0.00
C 0.02 -0.02 -0.02
C 0.00 0.04 0.02
C -0.05 -0.04 0.00
N 0.21 -0.15 0.05
H -0.03 0.02 -0.01
H -0.02 0.02 0.05
H 0.00 0.02 0.01
H -0.01 -0.01 0.00
H -0.01 -0.01 0.00
H -0.01 -0.01 -0.03
C 0.04 0.06 -0.01
C -0.02 -0.04 0.00
C -0.09 0.03 0.00
C -0.03 -0.05 -0.06
C 0.22 0.08 0.12
C -0.03 -0.09 -0.05
C -0.14 -0.18 0.19
C -0.07 -0.16 0.01
C -0.04 0.15 0.05
C 0.04 0.05 -0.02
C -0.10 -0.14 0.02
C 0.15 0.08 0.04
C -0.07 0.16 -0.06
C 0.00 -0.19 0.11
C -0.03 -0.01 -0.03
N 0.07 0.10 -0.21
H -0.02 0.01 -0.01
H 0.01 0.01 0.00
H 0.01 -0.03 0.01
H 0.04 0.02 -0.07
H 0.03 0.00 0.00
H 0.01 0.00 -0.03
H 0.01 -0.02 -0.01
H 0.03 -0.02 0.00
H -0.03 0.00 0.01
H -0.01 0.01 0.02
C 0.09 0.00 0.01
As -0.32 -0.09 0.03
C 0.03 0.10 -0.05
C 0.00 -0.04 0.16
O -0.03 0.14 0.25
H 0.00 0.01 -0.01
H 0.01 -0.01 0.01
H 0.02 -0.01 0.03
H 0.01 -0.03 0.00
H -0.02 0.03 0.01
H -0.01 0.03 0.01
H -0.03 -0.01 -0.03
H 0.00 -0.01 -0.01
H -0.01 0.05 0.02
C -0.03 0.01 -0.02
C 0.06 -0.01 -0.01
C -0.04 -0.03 -0.01
C 0.20 -0.03 -0.13
N -0.07 0.24 0.00
C 0.10 -0.22 0.02
S 0.00 0.11 -0.15
N -0.12 0.20 -0.01
C 0.08 -0.15 -0.05
C 0.01 0.05 -0.01
C 0.01 -0.05 0.01
C -0.01 0.01 -0.05
H 0.01 0.00 0.01
H -0.01 0.00 0.02
H 0.02 0.00 0.00
H -0.03 -0.01 0.00
H 0.00 0.01 0.00
H 0.03 0.02 -0.01
H 0.02 0.02 0.01
H -0.02 0.07 0.05
H 0.02 -0.02 0.03
H 0.04 -0.01 -0.04
H 0.02 -0.05 -0.02
H -0.13 -0.03 0.02
H -0.01 0.00 0.04
H 0.00 -0.01 0.02
H 0.00 -0.04 -0.01
H 0.00 0.04 0.00
H 0.00 -0.01 0.01
H -0.01 0.01 0.02
H 0.00 -0.01 0.02
H 0.03 0.00 -0.01

## Properties
ΔE to the lowest compared entry with this formula, charge and spin: 0.0 kJ/mol
energy: -131157.5516 eV
charge: +1
HOMO level (spin up / spin down): -0.353 / -0.347 Eh
2S+1: 2
E_LUMO (spin up / spin down): -2.62 / -2.74 eV
<S²>: 0.756

=====

No. 3
Molecular formula: C36H45BNO
Method: DFT, the ωB97M-V functional and the def2-TZVPD basis

Cartesian coordinates (Å):
C -4.534858 -0.646408 -2.686799
C -4.401661 0.184548 -4.093657
B -2.900018 0.765389 -4.424050
O -2.669557 1.299044 -5.812028
C -1.630843 0.869752 -3.385755
C -1.065022 -0.464068 -2.621501
C -0.992707 0.126152 -1.093699
N -0.914516 1.663421 -1.187006
C -1.801442 2.136239 -2.357679
H -5.543396 -1.279740 -2.772150
H -3.683558 -1.429197 -2.504344
H -4.677509 0.041087 -1.737219
H -4.726899 -0.467286 -5.026145
H -5.133516 1.125988 -4.096853
H -3.582894 1.695060 -6.040935
H -0.727198 1.175924 -4.074320
H 0.086899 -0.652972 -2.856612
H -1.529919 -1.516496 -2.832255
H -2.082735 -0.028881 -0.650802
H -0.136996 -0.314253 -0.422008
H -1.355854 2.215095 -0.394931
H 0.089300 1.997365 -1.301661
H -1.569060 3.182538 -2.829034
H -2.934646 2.035351 -2.023378
C 0.194594 2.070685 -6.971253
C 0.807065 0.906903 -6.507294
C 2.110513 0.600790 -6.897327
C 2.805660 1.464438 -7.744321
C 2.194449 2.630136 -8.205249
C 0.887656 2.931532 -7.822627
H -0.822475 2.307193 -6.669793
H 0.267760 0.237463 -5.841796
H 2.585065 -0.309463 -6.541022
H 3.823192 1.228520 -8.044462
H 2.736905 3.303884 -8.864002
H 0.409865 3.836972 -8.186329
C 4.835081 -1.668953 0.849184
C 4.303181 -1.749055 2.135820
C 3.060331 -1.180992 2.414099
C 2.344252 -0.540791 1.402225
C 2.874535 -0.464005 0.114673
C 4.121606 -1.023976 -0.161353
H 5.805262 -2.108814 0.633508
H 4.858141 -2.253937 2.922585
H 2.649185 -1.237714 3.418317
H 1.373476 -0.102314 1.617729
H 2.315623 0.033519 -0.674147
H 4.536878 -0.959143 -1.163218
C -8.559015 -0.536896 0.486242
C -9.464021 -1.504220 0.922148
C -10.056581 -2.370249 0.003629
C -9.736217 -2.275228 -1.350938
C -8.828318 -1.310311 -1.786302
C -8.242827 -0.438194 -0.868937
H -8.100001 0.140096 1.201945
H -9.708371 -1.582685 1.978568
H -10.766800 -3.119462 0.342721
H -10.194181 -2.953243 -2.066254
H -8.577537 -1.237470 -2.841741
H -7.539766 0.316999 -1.209197
C 1.942446 1.827973 7.227896
C 1.037440 0.860649 7.663803
C 0.444880 -0.005379 6.745284
C 0.765244 0.089641 5.390716
C 1.673143 1.054558 4.955353
C 2.258634 1.926675 5.872717
H 2.401460 2.504965 7.943599
H 0.793090 0.782184 8.720223
H -0.265339 -0.754592 7.084376
H 0.307281 -0.588374 4.675401
H 1.923924 1.127399 3.899914
H 2.961695 2.681868 5.532457
C 8.289125 -1.822559 7.060405
C 6.930864 -1.531303 7.183128
C 6.214979 -1.062940 6.081786
C 6.855882 -0.895089 4.853949
C 8.213329 -1.189951 4.730338
C 8.931325 -1.649476 5.834089
H 8.847493 -2.184309 7.919826
H 6.429973 -1.668670 8.138180
H 5.158201 -0.829702 6.179436
H 6.297036 -0.534763 3.994316
H 8.712252 -1.060636 3.772996
H 9.990083 -1.873833 5.738803

Atomic forces in eV per Å
C -1.51 -0.61 -0.22
C -0.03 0.35 0.05
B -0.28 0.45 -2.20
O -2.68 0.09 3.63
C 2.07 0.56 -2.01
C 2.25 1.30 0.81
C -2.21 -1.65 0.60
N 0.17 1.69 -0.09
C -1.71 -2.38 -1.58
H 2.23 1.36 0.42
H -1.57 1.67 -0.42
H 0.47 -1.29 -1.97
H 0.58 1.20 1.99
H 1.30 -1.99 0.10
H 2.03 -1.19 -0.06
H -1.70 -0.44 1.15
H -2.45 0.62 -0.08
H 0.29 2.36 0.95
H 2.49 0.07 -0.45
H -1.81 1.08 -1.27
H 1.17 -1.39 -0.43
H -1.52 -0.48 0.09
H -0.15 -2.16 1.25
H 2.47 0.73 -0.14
C 0.10 0.13 -0.02
C 0.15 0.20 -0.12
C -0.03 0.14 -0.02
C -0.17 0.01 0.07
C -0.08 -0.08 0.08
C 0.15 -0.19 0.09
H 0.22 -0.10 -0.10
H 0.03 0.00 -0.15
H -0.05 0.12 -0.06
H -0.16 0.03 0.04
H -0.09 -0.12 0.10
H 0.07 -0.13 0.05
C -0.19 0.11 -0.01
C -0.10 0.07 -0.11
C 0.01 -0.02 -0.12
C 0.24 -0.12 -0.09
C 0.11 -0.14 0.26
C -0.04 -0.02 0.09
H -0.16 0.07 0.03
H -0.10 0.09 -0.12
H 0.08 0.00 -0.14
H 0.06 -0.02 0.06
H 0.10 -0.02 -0.01
H -0.05 -0.01 0.14
C -0.04 -0.11 -0.14
C 0.03 0.02 -0.14
C 0.14 0.13 -0.09
C 0.07 0.09 0.13
C -0.01 -0.01 0.15
C -0.13 -0.20 0.10
H -0.08 -0.09 -0.09
H 0.03 0.02 -0.18
H 0.11 0.11 -0.05
H 0.06 0.11 0.11
H -0.07 0.00 0.14
H -0.09 -0.06 0.03
C -0.06 -0.10 -0.14
C 0.02 0.01 -0.16
C 0.11 0.09 -0.07
C 0.09 0.15 0.15
C -0.08 0.02 0.17
C -0.10 -0.11 0.07
H -0.07 -0.11 -0.11
H 0.03 0.01 -0.18
H 0.11 0.10 -0.04
H 0.04 0.05 0.09
H 0.00 0.02 0.16
H -0.08 -0.11 0.05
C -0.08 0.06 -0.16
C 0.07 0.02 -0.13
C 0.17 -0.06 -0.05
C 0.09 -0.07 0.18
C -0.06 -0.02 0.13
C -0.19 0.02 0.03
H -0.09 0.06 -0.13
H 0.08 0.03 -0.15
H 0.11 -0.02 0.00
H 0.09 -0.01 0.12
H -0.07 -0.01 0.15
H -0.15 0.03 0.01

## Properties
energy: -42267.5189 eV
charge: +1
HOMO level: -0.391 Eh
E_LUMO: -3.28 eV

=====

Per-record molar mass, u: 835.7, 789.9, 518.6